{"formula": "C40H78N11O", "method": "wB97M-V/def2-TZVPD", "species": ["C", "C", "O", "H", "H", "H", "H", "H", "C", "C", "N", "C", "C", "N", "C", "C", "H", "H", "H", "H", "H", "H", "H", "H", "H", "H", "H", "C", "C", "N", "C", "C", "N", "C", "C", "H", "H", "H", "H", "H", "H", "H", "H", "H", "H", "H", "C", "C", "N", "C", "C", "N", "C", "C", "H", "H", "H", "H", "H", "H", "H", "H", "H", "H", "H", "C", "C", "N", "C", "C", "N", "C", "C", "H", "H", "H", "H", "H", "H", "H", "H", "H", "H", "H", "C", "C", "N", "C", "C", "N", "C", "C", "H", "H", "H", "H", "H", "H", "H", "H", "H", "H", "H", "C", "C", "C", "N", "C", "C", "C", "C", "C", "H", "H", "H", "H", "H", "H", "H", "H", "H", "H", "H", "H", "H", "H", "H", "H", "H", "H"], "positions_angstrom": [[13.3249, 17.6328, 2.9120], [14.2017, 16.7100, 2.0642], [14.3191, 17.0830, 0.7316], [12.2869, 17.5438, 2.5913], [13.6038, 18.6836, 2.8337], [13.2782, 17.3942, 3.9745], [13.8227, 15.7015, 2.2298], [15.2003, 16.5794, 2.4812], [9.2314, 10.1177, 4.8260], [8.0771, 11.0252, 4.2711], [6.8053, 10.3083, 4.3138], [5.7594, 10.4573, 5.2694], [4.7339, 9.4983, 4.9956], [5.1403, 8.8369, 3.8022], [6.3585, 9.2647, 3.4570], [4.3457, 7.8498, 3.0565], [10.1224, 10.7332, 4.9502], [9.4169, 9.2839, 4.1490], [9.0775, 9.7096, 5.8250], [8.2276, 11.3668, 3.2471], [8.0408, 12.0198, 4.7155], [5.9364, 11.1009, 6.1185], [3.8454, 9.1076, 5.4691], [6.9448, 8.8503, 2.6503], [3.2925, 7.8238, 3.3361], [4.7706, 6.9280, 3.4537], [4.3736, 8.0455, 1.9846], [4.2524, 19.9482, -5.8231], [4.8632, 18.5906, -5.2584], [5.9898, 18.7960, -4.4205], [6.7551, 17.7466, -3.8205], [7.8176, 18.3281, -3.2102], [7.6174, 19.7323, -3.2058], [6.4140, 19.9961, -3.9236], [8.4015, 20.7544, -2.5851], [3.3693, 19.7370, -6.4261], [4.9961, 20.4638, -6.4307], [3.9785, 20.6513, -5.0365], [5.1492, 17.8398, -5.9951], [4.0716, 18.0907, -4.7003], [6.3563, 16.7524, -3.9580], [8.7125, 17.9312, -2.7542], [5.9753, 20.9488, -4.1812], [7.6402, 21.2377, -1.9727], [8.8750, 21.2251, -3.4467], [9.2264, 20.3168, -2.0228], [14.0850, 19.7453, -12.4905], [13.0447, 19.1728, -11.4587], [13.7796, 19.0471, -10.1872], [13.3858, 18.1055, -9.1630], [14.1918, 18.3586, -7.9842], [14.9898, 19.4193, -8.3183], [14.7892, 19.8407, -9.6501], [16.0984, 19.8619, -7.4506], [14.1603, 20.8266, -12.3752], [13.7720, 19.5922, -13.5233], [15.0464, 19.2341, -12.5395], [12.6971, 18.2037, -11.8164], [12.2079, 19.8630, -11.3515], [12.5540, 17.4716, -9.4326], [14.1441, 17.8267, -7.0455], [15.2858, 20.6648, -10.1408], [16.7386, 19.0367, -7.1389], [15.7530, 20.3416, -6.5348], [16.6349, 20.6544, -7.9725], [4.1703, 19.3889, 4.0710], [4.5471, 20.1998, 2.7868], [3.3190, 20.3785, 2.0388], [2.5010, 19.3541, 1.6620], [1.3503, 19.9122, 1.0801], [1.4466, 21.2804, 1.0329], [2.7147, 21.5781, 1.6119], [0.4093, 22.2467, 0.7530], [4.8002, 19.7257, 4.8944], [4.3965, 18.3432, 3.8625], [3.1623, 19.4667, 4.4786], [5.0970, 19.5267, 2.1291], [4.8837, 21.2315, 2.8887], [2.7961, 18.3248, 1.8032], [0.4148, 19.4926, 0.7409], [3.2689, 22.4901, 1.7778], [-0.4445, 21.7144, 0.3337], [0.7652, 23.1029, 0.1800], [-0.0254, 22.6222, 1.6794], [20.1910, 19.9451, 2.5856], [20.3476, 20.5237, 1.1493], [19.7556, 21.7786, 0.9542], [20.3954, 23.0340, 1.0369], [19.3987, 24.0140, 1.0216], [18.1769, 23.3936, 1.0856], [18.3706, 22.0641, 1.0095], [16.8812, 24.0589, 1.2960], [20.8278, 20.3520, 3.3711], [20.4141, 18.8859, 2.7136], [19.1316, 20.0047, 2.8347], [19.9030, 19.8683, 0.4004], [21.3917, 20.7124, 0.8994], [21.4699, 23.0581, 1.1424], [19.5514, 25.0791, 0.9287], [17.5665, 21.3828, 1.2456], [16.7376, 24.1787, 2.3699], [16.1174, 23.4031, 0.8781], [16.9022, 25.0437, 0.8293], [16.8108, 7.6234, 1.1259], [17.8493, 8.1520, 0.1101], [17.3589, 9.4732, -0.4685], [18.4478, 10.1554, -1.3482], [19.6101, 10.6898, -0.5296], [19.0553, 9.2789, -2.4912], [18.4362, 9.6680, -3.8393], [17.9386, 11.0732, -3.6920], [17.8133, 11.3241, -2.1978], [17.1098, 6.6465, 1.5059], [15.7806, 7.5532, 0.7766], [16.8822, 8.3173, 1.9634], [17.9803, 7.3417, -0.6071], [18.6880, 8.4373, 0.7452], [17.1825, 10.2312, 0.2946], [16.5322, 9.2424, -1.1404], [20.1006, 9.8385, -0.0577], [19.1374, 11.4174, 0.1302], [20.3297, 11.0902, -1.2437], [20.1197, 9.5138, -2.4882], [19.0585, 8.2338, -2.1815], [19.1615, 9.6327, -4.6522], [17.5364, 9.0542, -3.8815], [18.5250, 11.8119, -4.2383], [16.9790, 10.9856, -4.2014], [18.3182, 12.2506, -1.9248], [16.7682, 11.5309, -1.9671]], "atomic_forces_ev_per_a": [[-0.284, 0.100, 0.200], [0.486, 0.554, -1.516], [-0.515, -0.162, 0.748], [-0.152, 0.092, -0.380], [0.167, 0.074, -0.186], [0.358, -0.240, 0.295], [-0.750, -0.814, -0.152], [0.656, 0.482, 0.781], [-0.311, 0.943, -0.289], [1.146, -0.544, -0.081], [-4.157, -2.617, -0.411], [-0.404, -2.356, -1.043], [2.868, 1.199, -1.355], [0.580, 2.212, 1.415], [0.640, 2.093, 1.402], [0.260, -0.600, 0.814], [0.120, -0.087, -0.411], [0.124, 0.124, -0.010], [-0.615, 0.102, -0.059], [0.298, -0.748, -0.325], [-0.572, -0.429, 0.938], [-0.350, 0.013, -0.101], [0.035, 0.663, 0.241], [-0.097, 0.216, -0.065], [0.166, 0.570, 0.332], [-0.207, -0.534, -1.074], [0.459, -0.345, 0.184], [1.060, -1.175, 0.129], [-2.365, 0.720, -0.951], [2.000, 1.216, 3.436], [-0.710, 1.568, -1.567], [-0.563, 1.614, 0.415], [-3.837, -2.548, -2.515], [2.929, -3.079, 0.219], [0.404, -0.345, -0.429], [0.166, -0.041, 0.068], [-0.061, -0.100, -0.244], [-0.196, -0.316, 0.205], [0.021, 0.498, -0.476], [0.000, 0.049, 0.314], [0.678, -0.104, -0.020], [-0.265, -0.144, 0.143], [0.311, -0.001, 0.204], [1.008, 1.030, 0.061], [-0.165, 1.200, 0.616], [-0.379, -0.038, 0.330], [-1.045, -0.127, -0.514], [2.086, 0.797, -1.576], [0.907, -0.515, 4.226], [2.230, 2.393, 0.618], [-2.691, -0.353, -4.334], [0.368, 0.338, -1.903], [-2.085, -2.650, 1.707], [0.002, 0.886, 0.036], [0.388, -0.085, 0.093], [-0.650, 0.101, 0.093], [0.076, 0.076, 0.821], [0.066, -0.063, 0.531], [0.065, -0.131, 0.157], [0.239, -0.250, 0.480], [0.356, 0.320, -0.028], [0.058, -0.168, 0.130], [-0.022, 0.000, -0.511], [-0.522, -0.168, -0.095], [0.263, -0.379, -0.078], [1.221, 0.459, 0.210], [-1.548, -0.577, 0.309], [-3.596, 2.624, -2.665], [-1.722, 0.856, -0.833], [0.551, -0.335, 0.404], [4.966, -0.258, 2.398], [-0.601, -3.047, 0.409], [-1.149, 0.273, 0.411], [0.240, -0.220, -0.063], [-0.109, 0.015, 0.268], [-0.151, 0.310, -0.635], [0.934, 0.618, 0.290], [0.853, -0.493, 0.432], [-0.314, 0.108, 0.080], [0.286, -0.425, -0.001], [-0.709, 0.359, -0.200], [0.323, 0.149, -0.671], [-0.051, -0.403, -0.229], [0.421, 0.093, 0.247], [-0.391, -0.249, -0.169], [1.364, -2.038, 0.586], [-4.235, 4.832, 1.080], [-2.024, -0.496, -0.383], [1.925, -0.965, 0.256], [1.111, -1.034, -0.680], [2.159, 0.210, 0.727], [0.255, -0.297, 0.082], [-0.208, 0.825, -0.289], [0.077, -0.158, -0.904], [0.043, 0.235, 0.380], [0.251, -0.297, 0.148], [0.093, -0.567, -0.066], [-0.108, 0.324, -0.325], [-0.288, -0.079, 0.265], [0.212, -0.371, -0.448], [-0.083, -0.010, -0.082], [-0.067, 0.335, 0.028], [-0.080, -0.240, -0.103], [0.472, 0.457, 0.403], [-1.069, 0.350, 1.114], [1.351, -0.557, -1.306], [-0.303, 0.328, -2.423], [-1.021, -0.534, -0.622], [1.122, 0.110, 0.604], [0.178, -0.988, 1.533], [-0.466, -0.068, -0.315], [-0.066, 1.004, 0.576], [0.011, 0.035, -0.130], [0.099, 0.113, -0.189], [-0.541, -0.132, 0.247], [0.629, 0.484, -0.202], [0.601, -0.829, -0.436], [-0.558, -0.255, -0.015], [-0.237, 0.622, 0.155], [-0.220, 0.250, 0.375], [0.719, -0.013, 0.271], [-0.221, 0.460, 0.299], [-0.030, 0.231, -0.027], [-0.581, 0.066, -0.272], [-0.358, -0.833, 0.009], [0.368, -0.414, -1.044], [0.153, -0.019, 0.369], [-0.223, 0.942, 0.302], [0.226, -0.205, 0.152], [0.044, -0.661, 0.619]], "charge": 5, "lumo_ha": -0.3080, "fmax_ev_per_a": 6.5, "homo_ev": -10.6774, "homo_lumo_gap_ev": 2.30}